Entry 1:
Here is an isolated molecule of C20H22BrN3O3S at a distorted geometry from the Open Molecules 2025 dataset. Energies are from ωB97M-V/def2-TZVPD.

The structure (SMILES) is C#CCOCCOc1ccc(OC)cc1CCNC(=S)Nc1ccc(Br)cn1. Its relative energy (zero: lowest compared OMol25 entry of this formula, charge and spin) is 6.005 eV. Its total charge is 0.

Each line ends with the Mulliken charge.
Cartesian coordinates (Å):
S: 1.97 -2.43 -5.04  -0.3581
Br: 5.92 1.45 -0.17  -0.2066
C: -2.33 4.74 -0.77  -0.2041
C: -1.30 4.79 -0.08  -0.0170
N: 4.24 -2.03 -1.13  -0.6031
O: -3.19 -2.71 2.67  -0.4324
O: -1.17 1.52 -0.07  -0.4630
O: -0.33 3.77 1.57  -0.3601
C: 1.51 -2.54 -3.35  -0.1575
C: 5.07 -1.12 -0.65  -0.3361
C: 3.11 -1.72 -1.76  0.0138
C: 2.62 -0.42 -1.73  0.3387
C: 3.35 0.59 -1.11  -1.0928
C: -2.80 -0.35 2.64  -0.6312
C: -2.18 0.71 1.94  -0.0564
C: -2.35 -1.82 0.76  -0.3076
C: 4.64 0.16 -0.64  0.0910
C: -2.88 -1.58 1.98  0.4437
C: -1.74 0.50 0.64  -0.6452
C: -1.77 -0.79 0.08  0.8410
N: 2.58 -2.76 -2.56  -0.1741
N: 0.26 -2.34 -2.88  -0.0021
C: -4.18 -2.66 3.77  -0.9115
C: -0.08 4.79 0.61  -0.5616
C: 0.27 1.80 0.29  -0.1766
C: 0.50 2.58 1.54  -1.2261
C: -1.19 -1.11 -1.38  -1.5248
C: -0.16 -2.29 -1.44  -0.4071
H: -3.20 4.78 -1.37  0.3918
H: 6.02 -1.36 -0.25  0.4119
H: 1.76 -0.17 -2.31  0.6015
H: 3.16 1.62 -1.15  0.7335
H: -3.17 -0.10 3.65  0.3128
H: -2.00 1.74 2.38  0.5371
H: -2.29 -2.89 0.46  0.2934
H: 3.29 -3.37 -3.04  0.3832
H: -0.41 -1.98 -3.60  0.2982
H: -5.07 -2.08 3.59  0.3709
H: -3.77 -2.31 4.69  0.3401
H: -4.40 -3.71 3.98  0.2744
H: 0.81 4.58 -0.09  0.2225
H: 0.14 5.67 1.11  0.3605
H: 0.71 2.17 -0.58  0.5381
H: 0.81 0.86 0.51  0.2151
H: 0.29 1.89 2.37  0.5522
H: 1.58 2.74 1.52  0.4208
H: -0.74 -0.30 -1.70  0.8037
H: -2.00 -1.31 -2.08  0.4077
H: 0.73 -2.03 -0.84  0.3145
H: -0.65 -3.15 -1.02  0.3428

Entry 2:
Here is a structure of composition C20H22CdN2 at a distorted geometry from the Open Molecules 2025 dataset. Energies are from ωB97M-V/def2-TZVPD.

Its relative energy (zero: lowest compared OMol25 entry of this formula, charge and spin) is 4.799 eV. Its total charge is 0.

Each line ends with the Mulliken charge.
Cartesian coordinates (Å):
C: -1.83 -1.03 -2.59  -1.0160
C: 1.28 0.38 -2.51  -0.0493
C: -1.16 0.22 -2.05  -0.0727
H: -2.13 -1.70 -1.76  0.3038
C: 1.01 1.58 -1.75  -0.6890
H: 2.35 0.33 -2.76  0.5724
H: -1.18 0.89 -2.94  0.3062
H: 1.86 2.27 -1.71  0.5273
C: -1.34 1.09 -0.90  -0.7642
H: -1.11 0.65 0.08  0.0253
H: -2.35 1.52 -0.87  0.4040
C: -0.50 -1.58 -3.25  -0.3874
H: -0.73 -2.14 -4.16  0.4739
H: -0.02 -2.28 -2.54  -0.0674
C: 0.53 -0.43 -3.60  -1.0071
H: 0.06 0.25 -4.31  0.3121
H: 1.34 -0.93 -4.16  0.4844
C: -0.28 2.23 -1.28  -0.8027
H: -0.72 2.87 -2.07  0.4159
H: -0.09 2.88 -0.41  0.3827
Cd: 1.39 0.03 -0.54  0.1928
H: -2.67 -1.00 -3.28  0.3513
C: -1.09 3.63 3.71  -0.4399
C: -0.13 3.84 2.72  -0.5213
C: 0.50 2.75 2.12  -0.2203
C: 0.13 1.44 2.50  0.0830
C: -0.77 1.23 3.56  -0.2224
C: -1.41 2.33 4.14  -0.5269
N: 0.61 0.34 1.78  -0.0736
N: 0.30 -0.81 2.31  -0.1026
C: 0.72 -1.93 1.62  0.5330
C: 0.54 -3.19 2.27  -0.4463
C: 0.94 -4.36 1.63  -0.5459
C: 1.50 -4.29 0.34  -0.5350
C: 1.65 -3.04 -0.30  -0.1097
C: 1.27 -1.87 0.34  -0.2842
H: -1.60 4.48 4.17  0.3552
H: 0.13 4.85 2.41  0.3701
H: 1.28 2.86 1.35  0.4379
H: -0.97 0.21 3.86  0.4138
H: -2.14 2.15 4.93  0.3616
H: 0.09 -3.18 3.26  0.4150
H: 0.82 -5.32 2.13  0.3446
H: 1.81 -5.20 -0.17  0.3721
H: 2.08 -3.00 -1.31  0.4457

Entry 3:
Here is a structure of composition C20H22Cl5HgIN2O6PS2 from the Open Molecules 2025 dataset. Energies are from ωB97M-V/def2-TZVPD.

Its spin multiplicity is 2. Its relative energy (zero: lowest compared OMol25 entry of this formula, charge and spin) is 0.737 eV. Its total charge is -2.

Each line ends with the Mulliken charge.
Cartesian coordinates (Å):
Hg: -0.18 1.56 0.50  1.0301
Cl: -8.67 1.61 0.33  -0.2509
C: -7.00 1.14 0.39  0.2606
C: -5.98 2.10 0.37  0.1120
Cl: -6.42 3.78 0.27  -0.2284
C: -4.65 1.74 0.42  0.2997
Cl: -3.41 2.94 0.39  -0.1531
C: -4.22 0.36 0.52  -0.6220
O: -3.02 0.02 0.59  -0.4930
C: -5.31 -0.58 0.52  0.4052
Cl: -4.87 -2.25 0.62  -0.2291
C: -6.64 -0.20 0.47  0.0114
Cl: -7.88 -1.41 0.49  -0.2252
O: 2.75 -0.49 1.76  -0.5255
S: 2.59 0.96 1.77  1.0009
O: 3.58 1.67 2.57  -0.7168
O: 1.19 1.30 2.30  -0.8911
O: 2.60 1.48 0.34  -0.7674
I: 3.15 8.05 1.57  0.0026
C: 2.47 6.19 1.01  -0.4864
C: 3.22 5.04 0.83  -0.3331
N: 2.37 4.09 0.44  0.4321
N: 1.10 4.52 0.39  -0.5200
C: 1.15 5.81 0.72  -0.2989
H: 4.27 4.84 0.97  0.4703
H: 2.52 3.03 0.34  0.2242
H: 0.25 6.40 0.76  0.4367
C: 0.04 2.55 -4.11  -1.3743
P: 0.00 1.78 -2.43  0.5642
C: -1.51 0.76 -2.61  -0.9252
C: 1.31 0.51 -2.65  -0.8014
H: 0.04 1.79 -4.89  0.3450
H: 0.93 3.17 -4.21  0.3651
H: -0.83 3.20 -4.23  0.3708
H: -1.53 0.24 -3.57  0.3441
H: -2.39 1.39 -2.51  0.2759
H: -1.56 0.03 -1.80  0.0859
H: 1.03 -0.21 -3.43  0.4769
H: 1.48 0.00 -1.70  -0.1616
H: 2.24 1.01 -2.92  0.4578
C: 4.24 -6.24 1.07  -1.4216
C: 3.24 -5.12 1.08  1.1748
C: 2.44 -4.87 2.19  -0.7915
C: 1.53 -3.82 2.20  -0.5314
C: 1.41 -3.02 1.08  0.0490
C: 2.20 -3.24 -0.04  -0.2194
C: 3.10 -4.29 -0.03  -0.7151
S: 0.26 -1.64 1.06  0.4132
C: -1.25 -2.61 0.91  -0.1862
O: 0.41 -1.02 -0.30  -0.5178
H: 4.11 -6.88 1.95  0.3443
H: 5.26 -5.86 1.09  0.2974
H: 4.14 -6.86 0.18  0.3299
H: 2.54 -5.50 3.07  0.2514
H: 0.94 -3.62 3.08  0.4347
H: 2.10 -2.56 -0.88  0.3760
H: 3.73 -4.46 -0.90  0.3437
H: -1.18 -3.22 0.01  0.3734
H: -2.05 -1.88 0.81  -0.4367
H: -1.39 -3.23 1.79  0.4639

Entry 4:
Here is a structure of composition C20H22ClMoN4O7S2 at a distorted geometry from the Open Molecules 2025 dataset. Energies are from ωB97M-V/def2-TZVPD.

Its spin multiplicity is 3. Its total charge is -1.

Each line ends with the Mulliken charge.
Cartesian coordinates (Å):
Mo: -0.53 0.54 -0.47  -0.0765
C: 0.53 4.62 -1.20  -1.5687
C: 0.80 3.17 -0.94  1.0476
O: -0.23 2.39 -1.02  -0.2042
C: 2.07 2.70 -0.70  -1.1100
C: 2.40 1.33 -0.65  1.0001
C: 3.84 0.93 -0.55  -1.5640
N: 1.49 0.38 -0.75  0.8755
N: 2.02 -0.89 -0.92  -1.1390
C: 1.06 -1.76 -0.92  0.6032
O: -0.17 -1.38 -0.81  -0.7288
C: 1.37 -3.19 -1.09  0.5361
C: 2.68 -3.65 -1.04  -0.4103
C: 2.95 -5.00 -1.19  -0.6586
C: 1.91 -5.90 -1.40  -0.3469
C: 0.60 -5.44 -1.45  -0.8143
C: 0.33 -4.09 -1.30  -0.2099
H: 0.07 4.72 -2.18  0.3211
H: 1.45 5.20 -1.18  0.3738
H: -0.16 5.01 -0.46  0.3066
H: 2.87 3.42 -0.62  0.2416
H: 4.48 1.81 -0.41  0.4077
H: 4.15 0.39 -1.44  0.3729
H: 3.97 0.24 0.29  0.3417
H: 3.48 -2.93 -0.86  0.4499
H: 3.97 -5.35 -1.14  0.3726
H: 2.13 -6.95 -1.51  0.3714
H: -0.21 -6.14 -1.60  0.3971
H: -0.69 -3.72 -1.32  0.4775
C: -3.07 2.12 1.58  -0.9824
C: -3.38 2.00 0.13  0.9283
C: -4.50 2.59 -0.44  -0.9640
C: -4.67 2.50 -1.81  -0.0690
N: -3.81 1.86 -2.60  -0.6723
C: -2.77 1.29 -2.00  0.3265
S: -1.55 0.41 -2.82  -0.3968
N: -2.53 1.33 -0.66  0.7012
H: -3.86 2.65 2.11  0.4260
H: -2.12 2.64 1.70  0.1303
H: -2.92 1.13 2.02  0.1270
H: -5.22 3.12 0.18  0.3917
H: -5.51 2.96 -2.31  0.3947
Cl: -2.06 -4.25 2.05  -0.2415
C: -1.45 -2.59 2.05  -0.1674
C: -2.07 -1.71 0.95  0.4894
O: -2.93 -2.12 0.21  -0.7158
O: -1.59 -0.49 0.98  -0.2021
H: -0.38 -2.61 1.90  0.1524
H: -1.65 -2.13 3.02  0.3607
C: 1.85 1.58 3.21  -1.1290
S: 0.53 0.60 2.48  1.1925
O: -0.43 0.39 3.54  -0.6779
O: 0.04 1.54 1.40  -0.3149
O: 1.17 -0.58 1.94  -0.6562
H: 1.41 2.50 3.59  0.3192
H: 2.57 1.79 2.42  0.2027
H: 2.30 1.00 4.01  0.3815

Entry 5:
Here is an isolated molecule of C20H22ClN5 at a distorted geometry from the Open Molecules 2025 dataset. Energies are from ωB97M-V/def2-TZVPD.

The structure (SMILES) is Cc1nnc(C2CCN(c3ccccn3)CC2)n1Cc1cccc(Cl)c1. Its total charge is 0.

Each line ends with the Mulliken charge.
Cartesian coordinates (Å):
Cl: 2.47 3.23 6.61  -0.2102
N: 0.94 3.20 -0.52  -0.9594
N: 0.14 2.11 -0.78  -0.0671
N: -1.92 -3.70 -2.81  -0.4303
C: 1.75 2.97 0.46  0.9464
C: 0.59 1.18 -0.02  -0.4567
C: -2.74 -4.54 -3.45  -0.3130
C: -1.81 -2.39 -3.32  0.3739
C: -3.51 -4.15 -4.52  -0.4465
C: -2.55 -1.92 -4.39  -0.6873
C: -3.42 -2.81 -5.01  -0.5002
C: -0.24 1.12 4.73  -1.1008
C: 0.40 1.81 5.67  -0.1744
C: 0.45 0.76 3.55  0.4989
C: 2.33 1.89 4.19  -0.4422
C: 1.75 2.12 5.52  -0.0026
C: 1.70 1.21 3.19  0.8782
N: 1.54 1.70 0.94  0.3102
N: -1.03 -1.52 -2.51  0.2255
C: 2.77 3.98 0.92  -1.3633
C: 2.37 0.96 1.91  -1.2727
C: 0.14 -2.08 -1.93  -0.7597
C: -1.62 -0.28 -2.02  -0.9691
C: 0.92 -1.09 -1.04  -1.2883
C: -1.42 -0.27 -0.48  -1.4359
C: 0.05 -0.31 -0.05  1.1179
H: -2.65 -5.56 -3.23  0.4217
H: -4.06 -4.95 -4.95  0.3827
H: -2.53 -0.90 -4.75  0.4503
H: -4.06 -2.68 -5.82  0.4439
H: -1.30 0.72 4.62  0.3270
H: 0.10 2.14 6.66  0.3396
H: -0.10 0.19 2.80  0.1003
H: 3.40 2.19 4.16  0.2515
H: 2.47 4.88 0.36  0.3717
H: 2.95 3.95 1.96  0.3613
H: 3.70 3.72 0.45  0.3025
H: 2.35 -0.05 1.53  0.2567
H: 3.33 1.40 1.91  0.5649
H: 0.76 -2.32 -2.72  0.4141
H: 0.00 -3.01 -1.33  0.2924
H: -2.62 -0.27 -2.29  0.6793
H: -1.02 0.54 -2.46  0.4016
H: 1.84 -1.46 -0.63  0.5134
H: 1.31 -0.42 -1.89  0.3510
H: -1.98 0.61 -0.10  0.4777
H: -2.01 -1.17 -0.16  0.4440
H: 0.08 -0.74 1.00  0.3812

Per-record calculated total energy, eV: -112581.799 -28632.512 -142210.792 -77444.756 -41067.373